DFT (ωB97M-V/def2-TZVPD) results for a molecular structure, C19H29N3O3 at a distorted geometry.

Geometry as XYZ:
```
54
C19H29N3O3 ωB97M-V/def2-TZVPD
C 0.27933 -2.81714 -0.19328
C 1.23253 -2.11550 0.55925
O 0.95840 -1.59386 1.53934
N 2.60450 -2.26296 0.14554
H 2.82512 -2.58803 -0.84332
C 3.83523 -1.70618 0.96752
H 4.60351 -2.44153 1.07804
H 3.53990 -1.63532 1.82185
C 4.44960 -0.51458 0.23506
C 3.51793 0.73504 0.68923
C 3.82035 1.26397 1.86131
N 2.94729 2.35794 1.82648
C 1.96934 2.51178 0.70457
C 0.86717 3.01917 0.46837
C 0.26886 2.77225 -0.83431
C 0.65227 1.68092 -1.33778
C 1.65691 1.04454 -1.07478
C 2.41788 1.28396 0.13764
H 1.97407 -0.06036 -1.80649
O -0.11458 1.35076 -2.49283
C -0.38131 0.06254 -2.96842
H 0.10405 -0.71548 -2.00180
H -0.10531 -0.30885 -3.84583
C -1.96454 -0.21080 -2.63195
O -2.17518 -1.71225 -3.06693
H -2.33626 -1.84965 -1.93969
H -2.47125 0.45841 -3.71398
C -2.60305 0.30883 -1.59724
N -2.09835 -0.23166 -0.26586
H -1.21022 -0.04098 -0.17989
C -2.82055 -0.14283 0.82771
C -4.26265 -0.31799 0.62053
H -4.80544 -0.48074 1.73180
H -4.44372 -1.15669 0.18541
H -4.82733 0.50858 0.21017
C -2.25384 -1.20520 1.92353
H -1.11930 -0.88281 1.78284
H -2.71235 -0.84451 3.13794
H -2.41757 -2.06961 1.63088
C -2.54743 1.29164 1.49587
H -3.25527 1.61512 2.46381
H -3.00044 2.05814 0.93649
H -1.49980 1.68071 1.53492
H -3.64614 0.52436 -1.59874
H -2.20518 1.48766 -1.57947
H -0.77161 3.38012 -1.11561
H 0.47394 4.06059 1.03877
H 2.58365 3.26192 2.62584
H 4.52271 1.27548 2.47111
H 4.52469 -0.63461 -0.69179
H 5.38204 -0.41841 0.62767
H 0.61316 -2.82958 -1.36944
H 0.14386 -3.93009 -0.09277
H -0.71965 -2.27623 -0.03730
```

Its LUMO energy is 0.4 eV. As for the energy relative to the best compared isomer or geometry (same formula, charge and spin): 21.921 eV. Its HOMO energy is -7.8 eV. The calculation puts the largest force on an atom at 16.4 eV/A. As for the total energy: -1130.6905 Eh.

These are the Mulliken partial charges, in e, on atoms 1 to 6: number 1, C, carries -0.424; number 2, C, carries 0.453; number 3, O, carries -0.577; number 4, N, carries -0.241; number 5, H, carries 0.317; number 6, C, carries -1.179